Density functional theory data (the ωB97M-V functional and the def2-TZVPD basis) for the molecule C9H5Cl2F4NO2S in a non-equilibrium geometry.

```
! RIJCOSX wB97M-V def2-TZVPD def2/J DEFGRID3
* xyz 0 1
O -4.50114 -0.59353 1.50536
C -3.49355 -1.22669 1.77915
O -3.43210 -2.26547 2.66023
C -2.22649 -0.80628 1.17036
C -0.96448 -0.87284 1.80630
C 0.22594 -0.51775 1.14257
C 0.20773 -0.13030 -0.17958
N 1.33726 0.31644 -0.79461
S 1.67389 1.92398 -0.31626
C 2.26666 2.92985 -1.76025
F 2.02777 4.24141 -1.44532
Cl 1.41484 2.52005 -3.26752
Cl 4.00863 2.68903 -1.94226
C 2.51282 -0.60480 -0.90141
F 2.07505 -1.85335 -1.11795
F 3.23842 -0.57747 0.22420
F 3.24585 -0.19052 -1.96271
C -1.00559 -0.11252 -0.88258
C -2.23871 -0.42496 -0.20741
H -2.52803 -2.62616 2.59450
H -0.85079 -1.13572 2.84725
H 1.16303 -0.49114 1.68621
H -0.97088 0.20104 -1.89424
H -3.18611 -0.39229 -0.74404
*
```

Values from the calculation:
- M: 338.11 g mol⁻¹
- SMILES string: O=C(O)c1ccc(N(SC(F)(Cl)Cl)C(F)(F)F)cc1
- ΔE to the lowest compared entry with this formula, charge and spin: 21.4 kJ/mol
- Gap between HOMO and LUMO: 9.3874 eV

Density functional theory data (the ωB97M-V functional and the def2-TZVPD basis) for a structure of composition C25H40F3O15SY in a non-equilibrium geometry.

```
! RIJCOSX wB97M-V def2-TZVPD def2/J DEFGRID3
* xyz 0 1
Y -0.10587 -0.08194 -0.05447
C -0.66671 -4.31791 0.28191
C -1.72589 -3.33876 -0.26119
O -1.41414 -2.01091 -0.06591
H -0.83530 -5.34720 -0.05289
H -0.60227 -4.37742 1.36784
H 0.28539 -4.00190 -0.15923
H -2.61283 -3.60011 0.33479
H -1.90560 -3.51970 -1.32731
C 3.47357 -2.55722 0.95174
C 3.20520 -1.67195 -0.26395
O 2.06654 -0.91874 -0.29217
H 4.53691 -2.81536 0.97892
H 2.88114 -3.47337 1.04523
H 3.28368 -2.04943 1.90116
H 3.37029 -2.32076 -1.14269
H 4.08868 -1.00854 -0.27030
C -3.33594 2.81831 2.03871
F -2.35961 3.67787 2.35585
F -4.39216 3.04015 2.81127
F -3.70259 3.04592 0.78326
S -2.77620 1.00262 2.20175
O -2.52947 0.89087 3.62789
O -3.90645 0.27053 1.68259
O -1.57853 0.89920 1.32879
O 0.39265 -0.99017 2.13184
C 0.39613 -1.54723 3.18726
O 1.51700 -2.09484 3.65832
C 1.35214 -2.54010 5.01149
C -0.14432 -2.75848 5.14476
C -0.77405 -1.83492 4.09220
H 1.75525 -1.75335 5.65034
H 1.81763 -3.48211 5.29869
H -0.44689 -2.49266 6.15934
H -0.38880 -3.79940 4.94491
H -1.11072 -0.87063 4.47880
H -1.59775 -2.34745 3.60481
O 1.13879 1.62474 -1.30565
C 1.82371 2.31535 -2.01657
O 1.57425 2.46067 -3.29239
C 2.52811 3.30654 -3.92559
C 3.76000 3.22920 -3.01356
C 3.16118 2.94600 -1.63644
H 2.20311 4.34796 -3.91866
H 2.76460 2.99552 -4.93814
H 4.31413 4.17156 -3.01757
H 4.53559 2.51675 -3.29654
H 3.11151 3.79905 -0.96522
H 3.67780 2.14203 -1.11056
O -1.68408 1.13861 -1.43542
C -2.82265 1.20778 -1.79642
O -3.54669 2.32617 -1.79530
C -4.89074 2.12554 -2.27210
C -4.79091 0.75821 -2.97307
C -3.71332 0.03369 -2.16162
H -5.29924 2.88661 -2.92862
H -5.49929 2.05332 -1.36992
H -4.45298 0.98392 -3.98712
H -5.73479 0.22852 -3.09423
H -3.18219 -0.64027 -2.83451
H -4.02412 -0.55359 -1.29972
O 0.93441 1.78304 1.31863
C 1.10274 2.72915 2.03031
O 1.89799 3.74615 1.68820
C 2.00725 4.72255 2.73715
C 1.39559 4.01831 3.97496
C 0.57534 2.85758 3.45588
H 1.51763 5.68077 2.58385
H 3.03752 4.90487 3.03093
H 0.70035 4.61147 4.57751
H 2.18272 3.69528 4.65233
H -0.49593 2.89607 3.25576
H 0.86029 1.97567 4.02465
O 0.02366 -0.75686 -2.60224
C 0.00235 -1.68582 -3.36451
O -0.62480 -1.64030 -4.55197
C -0.43111 -2.90388 -5.24002
C 0.84926 -3.42158 -4.63532
C 0.78637 -2.95434 -3.19495
H -0.33497 -2.85702 -6.32237
H -1.24772 -3.59545 -5.02133
H 1.72997 -2.99111 -5.11793
H 0.96196 -4.50584 -4.71262
H 1.79067 -2.76249 -2.82372
H 0.31659 -3.67305 -2.52254
*
```

Values from the calculation:
- M: 758.55 g mol⁻¹
- ΔE to the lowest compared entry with this formula, charge and spin: 69.9 kJ/mol
- Gap between HOMO and LUMO: 7.6254 eV

Density functional theory data (the ωB97M-V functional and the def2-TZVPD basis) for the ion C7H13N3 with charge +2 in a non-equilibrium geometry.

```
! RIJCOSX wB97M-V def2-TZVPD def2/J DEFGRID3
* xyz 2 1
C 0.49070 0.56735 -3.83021
C 0.01626 -0.64432 -0.21821
C 0.74069 1.20221 -1.50056
C -1.33730 -0.28636 1.92744
C -0.07067 -0.59518 2.49511
C -0.43561 -1.11249 1.14184
C 1.18337 2.68166 -1.38379
N 0.32335 0.59668 -0.41189
N 0.52298 0.75765 -2.70190
N -0.71584 -2.61122 1.19373
H 0.18367 0.52861 -4.87232
H -2.19997 -0.89316 2.18133
H -1.55877 0.70710 1.44762
H 0.76739 0.10780 2.67571
H 0.01237 -1.35095 3.30739
H 0.77082 3.13190 -2.27623
H 0.91728 3.26347 -0.43344
H 2.25426 2.77796 -1.71573
H 0.40009 1.22198 0.44236
H 0.01049 -1.28540 -1.07613
H 0.03030 -3.07148 1.69956
H -0.73691 -2.89104 0.23605
H -1.56893 -2.80278 1.67225
*
```

Values from the calculation:
- M: 139.20 g mol⁻¹
- ΔE to the lowest compared entry with this formula, charge and spin: 457.1 kJ/mol
- Gap between HOMO and LUMO (alpha / beta): 7.1176 / 7.2943 eV